The ion C6H12O2PS2 with charge -1 in a non-equilibrium geometry. Source: OMol25; level of theory: ωB97M-V with the def2-TZVPD basis set.

Calculated values
- HOMO level (eV) = -4.271
- calculated total energy (hartree) = -1524.11613
- SMILES = C/C=C/S[P@](=O)([O-])SCCC
- LUMO energy (eV) = 3.1
- HOMO-LUMO gap (eV) = 7.39
- relative energy (zero: lowest compared OMol25 entry of this formula, charge and spin) (kcal/mol) = 0.00

Geometry as ORCA input:
```
! RIJCOSX wB97M-V def2-TZVPD def2/J DEFGRID3
* xyz -1 1
C -0.605 -0.812 4.601
C 0.447 -0.181 3.704
C 0.518 -0.582 2.460
S 1.715 -0.049 1.278
P 1.084 -2.030 -0.184
O -0.369 -1.829 -0.354
O 1.540 -3.242 0.500
S 2.197 -1.744 -1.969
C 1.451 -0.067 -2.290
C 0.022 -0.116 -2.990
C -0.433 1.216 -3.618
H -0.270 -1.520 5.436
H -1.209 -0.158 5.046
H -1.247 -1.435 3.950
H 1.257 0.335 4.151
H -0.017 -1.502 2.243
H 2.173 0.510 -3.027
H 1.505 0.502 -1.252
H 0.117 -0.777 -3.820
H -0.561 -0.516 -2.139
H -0.148 2.099 -2.998
H 0.175 1.561 -4.455
H -1.428 1.262 -4.046
*
```